Formula: C30H29N4OPPtS2
Source: the OMol25 dataset
Level of theory: ωB97M-V/def2-TZVPD

Gap between HOMO and LUMO, eV: 8.3
F_max, eV/A: 0.19
Net charge: +2
2S+1: 1
Energy above the lowest of the compared OMol25 structures with the same formula, charge and spin, eV: 0.270

Structure (XYZ):
```
68
Properties=species:S:1:pos:R:3:mulliken_charge:R:1
Pt -0.50 -0.31 -0.50 0.877
O -2.83 -1.00 -2.17 -0.511
N -2.26 0.08 -1.48 0.090
C -3.05 1.09 -1.47 -0.183
C -2.82 2.40 -0.87 0.655
C -3.94 3.23 -0.82 -0.971
C -3.84 4.52 -0.33 -0.738
C -2.62 5.00 0.09 -0.787
C -1.49 4.18 0.04 -0.192
C -1.58 2.88 -0.43 0.234
P -0.05 1.90 -0.44 0.566
C 0.90 2.45 -1.87 0.459
C 0.30 3.26 -2.84 -0.476
C 1.03 3.64 -3.96 -0.816
C 2.34 3.22 -4.11 -0.595
C 2.93 2.41 -3.15 -0.726
C 2.21 2.02 -2.03 -0.309
C 0.80 2.41 1.06 0.234
C 0.27 1.99 2.28 -0.305
C 0.84 2.43 3.47 -0.720
C 1.93 3.28 3.44 -0.564
C 2.46 3.71 2.23 -0.776
C 1.89 3.28 1.04 -0.231
H -2.44 -0.97 -3.06 0.366
H -4.00 0.95 -1.97 0.513
H -4.89 2.86 -1.18 0.452
H -4.72 5.15 -0.29 0.439
H -2.52 6.01 0.47 0.455
H -0.54 4.57 0.39 0.527
H -0.72 3.60 -2.72 0.376
H 0.57 4.27 -4.71 0.442
H 2.91 3.52 -4.98 0.422
H 3.96 2.09 -3.27 0.437
H 2.68 1.39 -1.29 0.506
H -0.58 1.32 2.30 0.301
H 0.42 2.11 4.41 0.445
H 2.37 3.62 4.37 0.423
H 3.31 4.38 2.21 0.467
H 2.30 3.63 0.10 0.475
S 1.43 -0.60 0.77 -0.247
C 1.97 -2.27 0.64 -0.016
N 1.43 -3.21 1.40 0.055
C 1.92 -4.59 1.49 -0.586
C 2.68 -4.94 0.22 -0.498
C 3.70 -3.86 -0.10 -0.719
N 3.02 -2.55 -0.11 -0.104
H 0.68 -2.91 2.01 0.188
H 1.06 -5.24 1.63 0.365
H 2.57 -4.68 2.36 0.377
H 1.98 -5.04 -0.61 0.202
H 3.18 -5.90 0.34 0.395
H 4.15 -4.01 -1.07 0.421
H 4.50 -3.84 0.65 0.307
H 3.40 -1.79 -0.66 0.217
S -1.47 -4.77 -1.30 -0.170
C -0.82 -3.21 -1.50 -0.290
N -0.99 -2.38 -0.51 0.482
C -1.67 -2.99 0.55 -0.387
C -2.00 -2.40 1.77 -0.584
C -2.65 -3.18 2.70 -0.675
C -2.98 -4.52 2.44 -0.579
C -2.66 -5.11 1.24 -0.623
C -2.00 -4.33 0.29 0.969
H -0.33 -2.92 -2.42 0.469
H -1.76 -1.37 1.96 0.400
H -2.93 -2.74 3.66 0.462
H -3.50 -5.09 3.20 0.432
H -2.93 -6.13 1.03 0.474
```

Formula: CH2F3P
Source: the OMol25 dataset
Level of theory: ωB97M-V/def2-TZVPD

Gap between HOMO and LUMO, eV: 9.7
F_max, eV/A: 11.18
SMILES string: FCP(F)F
2S+1: 1
Energy above the lowest of the compared OMol25 structures with the same formula, charge and spin, eV: 2.665

Structure (XYZ):
```
7
Properties=species:S:1:pos:R:3:mulliken_charge:R:1
F -0.67 -1.96 0.70 -0.195
C -0.26 -0.89 0.23 -0.296
P -0.74 1.14 -0.31 0.600
F 0.53 2.00 0.43 -0.279
F 0.25 1.09 -1.71 -0.298
H 0.49 -0.90 -0.56 0.291
H 0.40 -0.49 1.22 0.176
```

Formula: C23H27AuO10P3Se2
Source: the OMol25 dataset
Level of theory: ωB97M-V/def2-TZVPD

Gap between HOMO and LUMO (spin up / spin down), eV: 3.2 / 3.2
F_max, eV/A: 3.45
Net charge: -1
2S+1: 1
Energy above the lowest of the compared OMol25 structures with the same formula, charge and spin, eV: 4.117

Structure (XYZ):
```
66
Properties=species:S:1:pos:R:3:mulliken_charge:R:1
Au 1.19 0.25 1.68 1.698
O -1.04 -2.61 3.65 -0.575
P -1.01 -1.71 2.37 0.102
O -2.40 -1.99 1.66 -0.199
O -0.86 -0.27 2.63 -0.587
O 0.12 -2.33 1.45 0.656
P 1.51 -2.73 2.34 0.688
O 2.49 -3.01 1.10 -0.486
O 1.16 -3.97 3.07 -0.833
O 1.95 -1.53 3.08 -0.632
H -0.28 -3.25 3.60 0.407
H 2.30 -3.87 0.74 0.293
O 4.88 2.71 3.45 -0.578
C 4.56 1.90 2.35 -1.146
C 3.96 2.71 1.17 1.913
C 4.99 3.79 0.75 -1.147
O 6.14 3.28 0.13 -0.556
C 3.67 1.83 -0.05 -1.472
Se 3.17 -0.07 0.27 -0.268
C 2.72 3.49 1.62 -1.616
Se 1.34 2.53 2.70 -0.251
H 4.05 2.89 3.92 0.379
H 3.86 1.11 2.63 0.427
H 5.49 1.42 2.02 0.582
H 5.27 4.37 1.64 0.410
H 4.54 4.47 0.02 0.438
H 6.54 2.65 0.73 0.369
H 4.57 1.77 -0.67 0.541
H 2.85 2.26 -0.63 0.366
H 2.20 3.90 0.76 0.487
H 3.02 4.32 2.27 0.511
O -0.18 0.39 -0.43 -0.545
P -1.43 -0.23 -0.93 0.560
C -2.92 0.64 -0.35 0.433
C -2.79 1.45 0.78 -0.371
C -3.88 2.18 1.22 -0.792
C -5.08 2.12 0.54 -0.445
C -5.21 1.32 -0.58 -0.701
C -4.13 0.58 -1.03 -0.196
C -1.51 -0.16 -2.76 0.459
C -0.85 0.85 -3.43 -0.566
C -0.88 0.91 -4.81 -0.602
C -1.56 -0.05 -5.53 -0.485
C -2.23 -1.07 -4.87 -0.815
C -2.20 -1.13 -3.49 -0.317
C -1.60 -2.00 -0.63 -0.239
C -2.62 -2.52 0.31 0.507
C -2.65 -4.01 0.35 -1.338
C -1.69 -4.76 -0.26 -0.182
C -0.67 -4.18 -1.03 -1.214
C -0.65 -2.80 -1.20 0.149
H -1.84 1.48 1.29 0.358
H -3.78 2.79 2.11 0.431
H -5.93 2.70 0.88 0.371
H -6.15 1.28 -1.12 0.393
H -4.22 -0.04 -1.91 0.395
H -0.30 1.58 -2.84 0.399
H -0.36 1.71 -5.33 0.403
H -1.58 -0.01 -6.61 0.376
H -2.75 -1.83 -5.43 0.387
H -2.70 -1.93 -2.96 0.436
H -3.62 -2.11 0.11 0.263
H -3.43 -4.46 0.93 0.378
H -1.72 -5.84 -0.16 0.350
H 0.09 -4.80 -1.48 0.450
H 0.11 -2.34 -1.82 0.384
```

Q: Which of these has the highest F_max?
A: CH2F3P